## 1
Entry from OMol25: the molecule C4H9N3 (ωB97M-V with the def2-TZVPD basis set).

```
16
Properties=species:S:1:pos:R:3:mulliken_charge:R:1
C 0.8148 -1.2687 0.3558 0.157
C -1.3553 0.7039 -0.7188 -0.924
C 0.1991 1.6458 0.9399 -0.931
N -0.1758 0.5203 0.1045 0.149
N 0.4189 -2.4624 -0.0299 -0.314
C 1.0105 -0.1952 -0.6354 -0.118
N 1.5900 -0.0147 -1.6832 -0.715
H 1.0215 -1.1298 1.4107 0.321
H 0.1907 -3.2054 0.6124 0.237
H 0.3523 -2.6444 -1.0239 0.291
H -2.2048 1.0231 -0.1078 0.315
H -1.6089 -0.2411 -1.2046 0.276
H -1.1802 1.4456 -1.5074 0.313
H 0.5185 2.5009 0.3298 0.325
H -0.6327 1.9564 1.5797 0.324
H 1.0413 1.3658 1.5780 0.293
```

* HOMO level: -6.9 eV
* spin multiplicity: 1

---

## 2
Entry from OMol25: a structure of composition C4H9N3 (ωB97M-V with the def2-TZVPD basis set).

```
16
Properties=species:S:1:pos:R:3:mulliken_charge:R:1
C 0.5320 2.4005 0.0552 0.108
C -0.9362 -0.5960 0.4850 -0.444
C -0.7369 -1.9561 0.0176 -0.569
C 0.6074 -1.3550 -0.4070 -0.518
H -0.3672 2.1912 -1.6585 0.308
H 0.9965 3.0303 0.9916 0.225
H 1.3246 0.8868 1.0778 0.284
H -1.9860 -0.3447 0.1987 0.191
H -0.7213 -0.2474 1.6459 0.265
H -0.7817 -2.7901 0.6946 0.312
H -1.3825 -2.0151 -0.9967 0.201
H 0.9536 -1.5708 -1.5126 0.259
H 1.3687 -1.5700 0.3782 0.278
N -0.0002 2.9625 -0.9492 -0.601
N 1.0052 1.0026 0.1771 -0.454
N 0.1240 -0.0284 -0.1974 0.155
```

* HOMO level: -8.8 eV
* spin multiplicity: 1

---

Quick ranking, most stable first: 1, 2.